C28H38BN5P2Ti | the ωB97M-V functional and the def2-TZVPD basis

Structure (XYZ):
```
75
Properties=species:S:1:pos:R:3:lowdin_charge:R:1
Ti 0.392 -0.638 3.555 1.107
C -1.254 1.032 3.960 -0.075
C -1.368 0.297 2.777 -0.162
C -0.782 0.770 1.457 -0.186
C 0.664 0.350 1.140 -0.220
C 1.689 0.459 2.256 -0.174
C 1.622 1.378 3.306 -0.061
C 0.720 2.577 3.343 -0.123
C -0.635 2.398 4.073 -0.112
C 0.425 -2.639 3.484 -0.082
H -1.886 0.719 4.797 0.149
H -2.074 -0.550 2.727 0.161
H -0.882 1.866 1.374 0.130
H -1.423 0.353 0.655 0.018
H 0.674 -0.689 0.759 0.056
H 0.982 0.939 0.265 0.132
H 2.593 -0.142 2.089 0.148
H 2.473 1.380 3.995 0.150
H 0.560 2.976 2.329 0.138
H 1.268 3.391 3.846 0.152
H -0.511 2.635 5.147 0.138
H -1.305 3.191 3.695 0.165
H 0.571 -2.838 4.569 0.058
H 1.261 -3.060 2.907 0.067
H -0.545 -3.062 3.191 0.065
P 1.520 -0.854 -1.677 1.104
P -2.124 -0.469 -1.471 1.094
N 2.908 0.197 -2.018 -0.268
N 2.193 -2.166 -2.691 -0.259
N -2.405 1.275 -1.759 -0.252
N -3.636 -0.968 -2.277 -0.283
C 0.369 -0.140 -2.926 -0.399
C -1.020 -0.808 -2.938 -0.374
C 3.932 0.429 -1.088 -0.156
C 4.958 1.114 -1.729 -0.075
C 4.565 1.309 -3.092 -0.054
C 3.306 0.745 -3.237 -0.144
C 2.253 -3.498 -2.262 -0.161
C 2.719 -4.291 -3.306 -0.080
C 2.925 -3.431 -4.436 -0.059
C 2.604 -2.141 -4.027 -0.135
C -2.925 2.133 -0.771 -0.165
C -2.751 3.446 -1.180 -0.078
C -1.981 3.412 -2.386 -0.064
C -1.867 2.085 -2.766 -0.152
C -4.273 -0.399 -3.391 -0.131
C -5.376 -1.174 -3.724 -0.064
C -5.394 -2.296 -2.826 -0.079
C -4.312 -2.157 -1.967 -0.157
H 0.774 -0.214 -3.947 0.080
H 0.271 0.928 -2.692 0.060
H -1.561 -0.529 -3.860 0.090
H -0.911 -1.909 -2.927 0.088
H 3.815 0.100 -0.062 0.075
H 5.891 1.413 -1.279 0.099
H 5.132 1.768 -3.885 0.106
H 2.659 0.699 -4.096 0.093
H 1.930 -3.749 -1.264 0.082
H 2.881 -5.360 -3.281 0.099
H 3.247 -3.714 -5.430 0.106
H 2.616 -1.226 -4.591 0.082
H -3.356 1.739 0.139 0.099
H -3.123 4.341 -0.699 0.101
H -1.514 4.254 -2.877 0.106
H -1.421 1.653 -3.648 0.104
H -3.889 0.505 -3.840 0.100
H -6.087 -0.957 -4.506 0.103
H -6.115 -3.098 -2.825 0.099
H -3.943 -2.783 -1.169 0.088
B 0.520 0.454 7.995 -0.294
C 0.600 -0.067 6.584 -0.085
N 0.659 -0.458 5.468 0.054
H -0.379 1.287 8.012 0.071
H 1.600 0.976 8.215 0.079
H 0.286 -0.500 8.716 0.075
```

Properties
Electronic energy in eV: -79449.8914
Lowest unoccupied orbital energy in Eh: -0.37424
E_HOMO in eV: -12.35
Total charge: +2